{
  "formula": "C4H7NO2",
  "method": "ωB97M-V with the def2-TZVPD basis set",
  "symbols": ["C", "C", "N", "O", "C", "C", "O", "H", "H", "H", "H", "H", "H", "H"],
  "coordinates": [[-1.273, -1.124, -0.187], [-0.319, -0.116, 0.336], [-0.541, 0.932, 1.006], [-1.901, 1.136, 1.205], [1.322, 0.036, -1.463], [1.928, 0.605, -0.239], [1.015, -0.480, 0.160], [-2.298, -0.782, -0.169], [-1.032, -1.394, -1.205], [-1.239, -2.039, 0.395], [-1.913, 1.959, 1.708], [1.956, -0.812, -1.759], [2.931, 0.353, 0.096], [1.585, 1.571, 0.120]],
  "homo_energy_ev": -8.40,
  "lumo_energy_ev": 0.93
}



{
  "formula": "C8H10INO",
  "method": "ωB97M-V with the def2-TZVPD basis set",
  "symbols": ["C", "C", "C", "C", "C", "C", "C", "C", "N", "O", "I", "H", "H", "H", "H", "H", "H", "H", "H", "H", "H"],
  "coordinates": [[-1.317, -1.798, -0.358], [-0.259, 0.330, -1.440], [0.449, 0.975, 0.878], [-1.237, -0.233, -0.417], [1.016, 0.787, -0.600], [-0.816, 0.172, 0.972], [-0.569, -1.185, 1.716], [1.855, -0.390, -0.511], [-0.802, -2.179, 0.857], [-1.618, -2.627, -1.192], [3.949, -0.274, -0.484], [-0.181, -0.505, -2.162], [-0.599, 1.226, -1.919], [1.206, 0.510, 1.679], [0.378, 2.100, 1.042], [-2.277, 0.208, -0.520], [1.588, 1.582, -1.039], [-1.507, 0.726, 1.674], [-0.218, -1.218, 2.746], [1.314, -1.367, -0.663], [-0.979, -3.127, 1.102]],
  "homo_energy_ev": [-7.55, -6.76],
  "lumo_energy_ev": [0.52, 0.28]
}



{
  "formula": "C5H8N2",
  "method": "ωB97M-V with the def2-TZVPD basis set",
  "symbols": ["C", "C", "C", "N", "C", "C", "N", "H", "H", "H", "H", "H", "H", "H", "H"],
  "coordinates": [[-1.568, 0.689, -0.119], [-0.785, -0.447, -0.291], [0.439, -0.456, -1.193], [1.433, -1.020, -0.288], [0.964, -0.625, 1.013], [0.833, 0.682, 1.387], [0.289, 1.750, 1.442], [-1.469, 1.490, -0.854], [-2.557, 0.587, 0.324], [-1.146, -1.421, 0.030], [0.662, 0.577, -1.506], [0.311, -1.062, -2.099], [2.400, -0.787, -0.491], [0.967, -1.379, 1.798], [-0.771, 1.423, 0.847]],
  "homo_energy_ev": -9.07,
  "lumo_energy_ev": 0.94
}



{
  "formula": "C5H9NO",
  "method": "ωB97M-V with the def2-TZVPD basis set",
  "symbols": ["C", "C", "C", "C", "C", "N", "O", "H", "H", "H", "H", "H", "H", "H", "H", "H"],
  "coordinates": [[1.879, 0.629, -0.084], [0.847, -0.493, 0.019], [0.075, -0.500, 1.376], [-1.195, 0.040, 0.672], [-0.495, -0.200, -0.633], [-0.921, -0.220, -1.827], [-2.288, 0.092, -1.800], [2.639, 0.504, 0.697], [1.410, 1.609, 0.064], [2.378, 0.634, -1.058], [1.301, -1.452, -0.260], [-0.069, -1.507, 1.776], [0.498, 0.150, 2.150], [-1.401, 1.102, 0.841], [-2.127, -0.515, 0.799], [-2.532, 0.126, -2.732]],
  "homo_energy_ev": -9.45,
  "lumo_energy_ev": 1.08
}



{
  "formula": "C55H47BiClN7O5S",
  "method": "ωB97M-V with the def2-TZVPD basis set",
  "symbols": ["Bi", "Cl", "C", "C", "C", "C", "O", "C", "C", "N", "C", "C", "C", "C", "C", "C", "C", "C", "N", "C", "C", "H", "H", "H", "H", "H", "H", "H", "H", "H", "H", "C", "O", "C", "C", "C", "C", "C", "C", "N", "N", "C", "C", "O", "C", "C", "C", "C", "C", "C", "C", "C", "H", "H", "H", "H", "H", "H", "H", "H", "H", "H", "H", "H", "H", "C", "C", "C", "C", "C", "C", "C", "S", "C", "O", "H", "H", "H", "H", "H", "H", "H", "H", "H", "H", "C", "C", "C", "C", "C", "C", "C", "C", "C", "C", "H", "H", "H", "H", "H", "H", "H", "C", "N", "C", "C", "O", "N", "C", "N", "H", "H", "H", "H", "H", "H", "H"],
  "coordinates": [[-0.874, 1.082, 0.622], [3.826, 6.027, -2.562], [2.442, 5.021, -2.219], [1.854, 4.279, -3.253], [0.773, 3.485, -3.001], [0.219, 3.318, -1.691], [-0.754, 2.517, -1.500], [0.805, 4.134, -0.674], [0.267, 4.270, 0.646], [-0.569, 3.496, 1.251], [-1.008, 3.854, 2.544], [-0.326, 4.646, 3.430], [-0.876, 4.956, 4.693], [-2.091, 4.462, 5.067], [-2.801, 3.605, 4.193], [-4.045, 3.019, 4.529], [-4.651, 2.178, 3.645], [-3.998, 1.895, 2.426], [-2.850, 2.412, 2.084], [-2.254, 3.285, 2.937], [1.900, 4.976, -0.968], [2.259, 4.357, -4.254], [0.295, 2.945, -3.803], [0.593, 5.179, 1.158], [0.655, 5.025, 3.186], [-0.316, 5.590, 5.366], [-2.518, 4.698, 6.033], [-4.491, 3.238, 5.491], [-5.597, 1.704, 3.865], [-4.440, 1.194, 1.726], [2.317, 5.589, -0.179], [-3.706, 1.983, -1.465], [-3.269, 1.078, -0.462], [-3.877, -0.152, -0.400], [-4.898, -0.537, -1.246], [-5.478, -1.798, -1.114], [-5.034, -2.649, -0.122], [-4.009, -2.259, 0.730], [-3.395, -1.012, 0.606], [-2.331, -0.582, 1.406], [-2.053, -1.458, 2.373], [-1.108, -1.200, 3.318], [-0.357, -0.024, 3.500], [-0.461, 1.053, 2.746], [0.616, 0.035, 4.532], [0.895, -1.022, 5.345], [0.184, -2.239, 5.182], [0.480, -3.372, 5.977], [-0.194, -4.549, 5.816], [-1.219, -4.628, 4.852], [-1.529, -3.543, 4.076], [-0.827, -2.318, 4.200], [-4.770, 2.196, -1.337], [-3.112, 2.882, -1.332], [-3.513, 1.570, -2.456], [-5.241, 0.127, -2.024], [-6.276, -2.091, -1.782], [-5.489, -3.623, 0.004], [-3.667, -2.917, 1.513], [1.147, 0.975, 4.626], [1.655, -0.946, 6.113], [1.261, -3.286, 6.723], [0.046, -5.409, 6.428], [-1.781, -5.546, 4.739], [-2.328, -3.601, 3.352], [4.035, 1.081, -5.387], [2.933, 0.085, -5.053], [1.655, 0.778, -4.908], [0.629, 0.299, -3.985], [0.675, -1.617, -2.893], [1.749, -2.639, -2.951], [2.907, -2.369, -3.533], [-0.596, -2.010, -1.678], [-1.575, -3.154, -2.652], [-1.418, -0.768, -1.562], [3.693, 1.693, -6.224], [4.964, 0.598, -5.685], [4.250, 1.736, -4.543], [1.605, 1.783, -5.302], [-0.195, 0.991, -3.826], [1.583, -3.631, -2.546], [3.645, -3.167, -3.552], [-2.222, -2.561, -3.297], [-2.185, -3.739, -1.969], [-0.929, -3.808, -3.236], [1.811, -1.937, -6.105], [0.611, -1.876, -5.511], [0.114, -1.146, -4.287], [1.244, -0.223, -2.691], [2.368, 0.085, -2.120], [3.620, 0.276, -1.767], [4.795, -0.226, -2.510], [4.783, -0.888, -3.675], [3.456, -1.183, -4.297], [3.081, -1.236, -5.778], [1.865, -2.572, -6.982], [-0.152, -2.486, -5.985], [-0.976, -1.153, -4.307], [3.815, 0.822, -0.849], [5.750, -0.016, -2.043], [5.715, -1.196, -4.135], [3.854, -1.297, -6.537], [2.741, -3.376, 2.747], [2.272, -2.232, 2.001], [2.946, -0.952, 1.892], [1.884, -0.129, 1.180], [1.959, 1.054, 0.899], [0.795, -0.909, 0.932], [1.049, -2.109, 1.464], [0.164, -3.113, 1.481], [3.791, -3.226, 2.986], [2.658, -4.285, 2.149], [2.188, -3.500, 3.683], [3.863, -1.011, 1.302], [3.156, -0.516, 2.871], [-0.795, -2.801, 1.357], [0.269, -3.800, 2.214]],
  "homo_energy_ev": [-5.68, -6.88],
  "lumo_energy_ev": [0.04, -0.01]
}



{
  "formula": "C5H6NO",
  "method": "ωB97M-V with the def2-TZVPD basis set",
  "symbols": ["O", "C", "C", "C", "C", "N", "C", "H", "H", "H", "H", "H", "H"],
  "coordinates": [[-0.448, -1.339, -2.036], [-0.140, -0.604, -0.929], [-0.549, -1.052, 0.317], [-0.275, -0.316, 1.442], [0.398, 0.849, 1.305], [0.796, 1.241, 0.102], [0.541, 0.560, -1.018], [-1.392, -1.204, -2.197], [-1.086, -1.987, 0.391], [-0.628, -0.668, 2.398], [0.616, 1.458, 2.167], [1.295, 2.121, 0.029], [0.873, 0.941, -1.971]],
  "homo_energy_ev": -15.17,
  "total_charge": 1,
  "lumo_energy_ev": -4.93
}



Energy relative to the best compared isomer or geometry (same formula, charge and spin) in kcal/mol, matching the order above: 157.9 56.5 88.1 67.8 161.1 0.0
Energy in eV, matching the order above: -9840.43413 -20092.76032 -8291.17638 -8866.27266 -107657.69476 -8812.95105